The following is a DFT calculation (ωB97M-V with the def2-TZVPD basis set) of 2 unconnected molecules or ions with the total composition C3H6ClP at a distorted geometry.

Results
gap between HOMO and LUMO (alpha / beta): 0.25042 / 0.26828 hartree
E_HOMO (alpha / beta): -7.92 / -8.42 eV
net charge: 0
E_LUMO (alpha / beta): -1.105 / -1.123 eV
electronic energy: -919.2069 hartree
largest force on an atom: 3.9 eV/Å

Geometry (Å):
H1 -0.33075 1.42283 0.41513
H2 -0.90201 -0.07493 -2.83595
H3 1.17670 1.05535 -0.34203
C1 -0.44713 -1.11055 -0.26595
H4 1.13595 1.40450 1.26947
C2 0.53383 -0.64826 0.82368
H5 0.45174 -0.80945 1.82937
C3 0.62673 0.91807 0.52654
Cl1 -1.82089 -1.92040 0.22064
P1 -1.94763 0.75595 -2.26556
H6 1.52346 -0.99311 0.62466